Entry 1:
# C28H28CaN4O8S

A structure of composition C28H28CaN4O8S at a distorted geometry (ωB97M-V with the def2-TZVPD basis set, the OMol25 dataset).

The geometry in ORCA input format:
```
! RIJCOSX wB97M-V def2-TZVPD def2/J DEFGRID3
* xyz 0 1
Ca 0.878 -0.253 0.111
C 2.151 0.171 -4.351
O 3.250 -0.145 -3.447
C 2.766 0.064 -2.227
N 1.565 0.477 -2.103
C 0.947 0.224 -3.418
C -0.114 1.232 -3.791
C -0.936 0.996 -4.892
C -1.915 1.911 -5.249
C -2.090 3.073 -4.504
C -1.280 3.313 -3.406
C -0.293 2.396 -3.053
C 3.703 -0.159 -1.063
C 4.972 -0.694 -1.201
C 5.656 -1.024 -0.047
C 5.061 -0.849 1.199
C 3.804 -0.291 1.231
N 3.168 0.100 0.121
C 2.979 -0.151 2.480
N 1.781 0.259 2.473
C 1.299 0.213 3.869
C 2.486 -0.406 4.631
O 3.555 -0.503 3.634
C -0.002 -0.560 3.946
C -0.118 -1.777 3.273
C -1.300 -2.499 3.329
C -2.376 -2.016 4.067
C -2.266 -0.808 4.741
C -1.081 -0.081 4.678
H 2.100 -0.612 -5.101
H 2.375 1.132 -4.815
H 0.487 -0.767 -3.337
H -0.818 0.083 -5.466
H -2.546 1.717 -6.108
H -2.855 3.788 -4.781
H -1.410 4.211 -2.815
H 0.344 2.586 -2.199
H 5.375 -0.887 -2.184
H 6.644 -1.459 -0.115
H 5.544 -1.161 2.114
H 1.115 1.236 4.201
H 2.280 -1.415 4.983
H 2.854 0.209 5.446
H 0.696 -2.159 2.667
H -1.377 -3.431 2.785
H -3.297 -2.584 4.113
H -3.105 -0.429 5.312
H -1.000 0.871 5.193
O 2.165 -2.473 -1.650
S 1.077 -2.768 -0.713
O 1.512 -2.281 0.668
O -0.084 -1.824 -1.045
O 0.643 -4.139 -0.694
O -2.086 2.863 -0.203
C -1.538 1.698 0.011
O -0.406 1.578 0.450
C -2.404 0.491 -0.345
N -3.675 0.954 -0.929
C -4.798 0.359 -0.169
C -4.201 0.143 1.212
C -2.783 -0.332 0.898
H -1.822 -0.120 -1.044
H -3.723 0.764 -1.921
H -2.969 2.612 -0.605
H -5.097 -0.598 -0.607
H -5.661 1.022 -0.170
H -4.762 -0.585 1.795
H -4.179 1.081 1.773
H -2.776 -1.389 0.634
H -2.088 -0.198 1.728
*
```

Output
frontier orbital gap: 0.295 Ha
E_LUMO: -0.138 eV
ΔE to the lowest compared entry with this formula, charge and spin: 0.0 kJ/mol

Entry 2:
# C3H7NO3

A structure of composition C3H7NO3 at a distorted geometry (ωB97M-V with the def2-TZVPD basis set, the OMol25 dataset).

The geometry in ORCA input format:
```
! RIJCOSX wB97M-V def2-TZVPD def2/J DEFGRID3
* xyz 0 1
C 1.862 0.714 -1.030
C 0.721 1.133 -0.164
O 0.488 2.046 0.542
H 0.339 -0.296 0.562
H 2.769 0.714 -0.424
H 1.676 -0.271 -1.452
H 1.968 1.448 -1.831
N -1.843 -1.142 1.644
C -0.580 -0.588 -0.201
O -1.755 -0.282 0.479
O -0.389 -1.570 -0.903
H -2.375 -0.567 2.293
H -2.449 -1.909 1.352
H -0.433 0.570 -0.866
*
```

Output
frontier orbital gap: 0.357 Ha
E_LUMO: 0.436 eV
ΔE to the lowest compared entry with this formula, charge and spin: 648.0 kJ/mol

Entry 3:
# C19H15BrCuF3N2O2S

A structure of composition C19H15BrCuF3N2O2S at a distorted geometry (ωB97M-V with the def2-TZVPD basis set, the OMol25 dataset).

The geometry in ORCA input format:
```
! RIJCOSX wB97M-V def2-TZVPD def2/J DEFGRID3
* xyz 1 2
Cu -1.113 -15.374 -6.888
C 2.106 -19.397 -4.588
C 0.840 -18.600 -4.695
C -0.089 -18.730 -3.680
C -1.315 -18.097 -3.746
C -1.450 -17.179 -4.743
Br -2.965 -16.063 -4.737
N -0.587 -16.988 -5.763
C 0.524 -17.773 -5.742
H 1.970 -20.495 -4.517
H 2.710 -19.075 -3.793
H 2.705 -19.291 -5.499
H 0.108 -19.435 -2.937
H -2.123 -18.278 -3.035
H 1.238 -17.656 -6.490
F 3.328 -10.095 -5.921
C 2.886 -10.867 -4.887
F 2.354 -10.192 -3.886
F 3.989 -11.511 -4.422
C 1.849 -11.906 -5.306
C 1.562 -12.085 -6.660
C 0.646 -13.081 -7.001
N 0.073 -13.916 -6.158
C 0.460 -13.749 -4.868
C 1.249 -12.753 -4.377
H 1.946 -11.424 -7.414
H 0.382 -13.239 -8.041
H -0.015 -14.407 -4.217
H 1.454 -12.769 -3.292
O 3.452 -16.567 -12.598
C 2.296 -15.839 -12.901
O 2.236 -15.319 -13.964
C 1.264 -15.824 -11.805
C 1.564 -16.070 -10.452
C 0.556 -15.811 -9.546
C -0.758 -15.630 -9.952
S -2.022 -15.221 -8.823
C -1.052 -15.453 -11.323
C -0.048 -15.541 -12.231
H 3.309 -17.141 -11.856
H 2.577 -16.258 -10.162
H 0.790 -15.744 -8.521
H -2.095 -15.231 -11.608
H -0.207 -15.355 -13.281
*
```

Output
frontier orbital gap (spin up / spin down): 0.320 / 0.245 Ha
E_LUMO (spin up / spin down): -3.237 / -5.626 eV
ΔE to the lowest compared entry with this formula, charge and spin: 0.0 kJ/mol

Entry 4:
# HN4O4

The ion HN4O4 with charge -1 at a distorted geometry (ωB97M-V with the def2-TZVPD basis set, the OMol25 dataset).

The geometry in ORCA input format:
```
! RIJCOSX wB97M-V def2-TZVPD def2/J DEFGRID3
* xyz -1 1
N -0.858 0.222 0.653
N -1.067 -1.342 -1.381
N 0.254 0.632 0.144
N 1.162 0.916 1.037
O 0.063 -1.869 -1.192
O -1.666 -0.302 -0.174
O 1.204 0.311 2.113
O 1.920 1.887 0.788
H -1.013 -0.456 -1.989
*
```

Output
frontier orbital gap (spin up / spin down): 0.274 / 0.274 Ha
E_LUMO (spin up / spin down): 3.462 / 3.462 eV
ΔE to the lowest compared entry with this formula, charge and spin: 125.0 kJ/mol

Values for molar mass, g/mol, ordered as above
620.7, 105.1, 535.9, 121.0